C46H47BiF6N8O6PS7 | ωB97M-V with the def2-TZVPD basis set

## Properties
2S+1: 1
E_LUMO: -0.116 Eh
Kohn-Sham gap: 5.9 eV
Charge: +1

Geometry as XYZ:
```
122
C46H47BiF6N8O6PS7 | the Open Molecules 2025 dataset | ωB97M-V with the def2-TZVPD basis set
Bi 0.2161 -1.2556 0.7247
F -5.3499 -1.5170 0.9822
C -4.7934 -2.7807 0.9513
F -4.6420 -3.2471 2.2238
F -5.6667 -3.6078 0.2852
S -3.1593 -2.5540 0.0766
O -2.2541 -1.8831 1.0756
O -3.4937 -1.7719 -1.1045
N -2.7278 -4.0442 -0.2452
S -1.5879 -4.7732 0.7023
O -2.1373 -5.3902 1.8764
O -0.3974 -3.9860 0.8747
C -1.1003 -6.0675 -0.6364
F -0.1390 -5.5854 -1.4790
F -0.6507 -7.1808 -0.0120
F -2.2219 -6.4268 -1.3195
N 0.3613 0.9573 0.9572
S -0.0717 2.2933 0.4828
N 0.4789 2.6640 -1.0256
S -0.0081 2.2925 -2.5114
N -0.4348 0.7720 -2.9662
S 0.1468 -0.7144 -2.7797
N 0.1384 -1.3249 -1.4278
C -0.9973 -1.6327 -3.7673
C -2.0672 -1.0762 -4.4683
C -3.0090 -1.8938 -5.0841
C -2.9094 -3.2667 -5.0105
C -1.8201 -3.8150 -4.3385
C -0.8175 -3.0169 -3.7653
C 1.7723 -0.8303 -3.4964
C 2.8685 -0.4928 -2.7318
C 4.1611 -0.7132 -3.2387
C 4.3721 -1.2521 -4.4915
C 3.2405 -1.6448 -5.2419
C 1.9554 -1.3781 -4.7800
C 1.1809 2.7781 -3.7321
C 0.7298 2.5847 -5.0469
C 1.5378 2.9132 -6.1290
C 2.8421 3.3735 -5.9298
C 3.2767 3.5597 -4.6059
C 2.4294 3.3399 -3.4944
C -1.3320 3.3567 -2.8721
C -2.6017 2.9563 -3.2717
C -3.5955 3.9198 -3.5215
C -3.3211 5.2671 -3.4237
C -2.0427 5.6712 -3.0064
C -1.0834 4.7366 -2.7146
C -1.7892 2.6728 0.6139
C -2.7511 1.7312 0.2902
C -4.1213 2.0203 0.5256
C -4.5217 3.2407 1.0846
C -3.5429 4.2124 1.3204
C -2.2117 3.9555 1.0094
C 0.7991 3.5774 1.4150
C 0.4536 3.7345 2.7651
C 1.2277 4.5069 3.6134
C 2.2654 5.3211 3.0827
C 2.4744 5.3041 1.7125
C 1.7582 4.4114 0.9018
H -2.1308 -0.0051 -4.5908
H -3.8148 -1.4189 -5.6635
H -3.6139 -3.9168 -5.5106
H -1.6517 -4.8639 -4.2188
H 0.0155 -3.5341 -3.2533
H 2.7274 -0.0528 -1.7166
H 5.0219 -0.3862 -2.6718
H 5.3598 -1.3637 -4.9355
H 3.3633 -2.2245 -6.1476
H 1.1297 -1.6693 -5.4288
H -0.2762 2.1472 -5.2418
H 1.1289 2.7533 -7.1196
H 3.5202 3.5664 -6.7452
H 4.2557 3.9510 -4.3662
H 2.7350 3.6458 -2.4721
H -2.8414 1.8839 -3.3926
H -4.5805 3.5680 -3.8226
H -4.1041 5.9923 -3.6581
H -1.8361 6.7164 -2.8295
H -0.1077 5.0616 -2.3262
H -2.5064 0.7210 -0.0375
H -4.8569 1.2466 0.3269
H -5.5538 3.3927 1.3638
H -3.8419 5.1888 1.6888
H -1.4326 4.7352 1.1209
H -0.4221 3.2051 3.1639
H 1.0021 4.6065 4.6688
H 2.8593 5.9114 3.7649
H 3.2454 5.9286 1.2593
H 1.9878 4.4138 -0.1730
O 3.0062 0.9041 4.0364
H 3.7111 1.5117 4.2532
H 2.7005 1.1142 3.1580
C 1.0980 -2.9926 7.0443
N 0.9956 -3.8316 5.8218
C -0.3205 -4.5092 5.7328
N -1.4424 -3.5564 5.8394
C -1.2728 -2.7039 7.0452
N 0.0052 -1.9833 7.1562
C 0.1548 -0.9217 6.1724
P 0.0062 -1.7233 4.4582
C 1.3225 -3.0541 4.6142
C -1.5580 -2.7634 4.6134
H 2.0718 -2.5372 7.0019
H 1.0183 -3.6647 7.9188
H -0.3997 -5.2230 6.5400
H -0.4129 -5.0591 4.7934
H -1.3760 -3.3661 7.8866
H -2.0711 -1.9545 7.0962
H 1.1317 -0.4041 6.2809
H -0.6491 -0.1651 6.2701
H 2.3000 -2.5699 4.7066
H 1.2588 -3.6202 3.6824
H -1.6746 -3.4241 3.7470
H -2.3961 -2.0694 4.5835
C 6.3455 -1.6875 2.0943
O 5.2344 -2.4601 1.5564
C 4.1648 -1.8347 1.0124
S 4.2486 -0.2385 0.5187
S 2.8174 -2.8793 0.8610
H 7.1903 -2.3890 2.1495
H 6.0798 -1.2636 3.0862
H 6.6151 -0.8820 1.3557
```

Mulliken atomic charge list, values in e, 8 entries: Bi 2.003; F -0.172; C 0.365; F -0.159; F -0.194; S 0.802; O -0.764; O -0.614

C46H47CuINOP2Si | ωB97M-V with the def2-TZVPD basis set

## Properties
2S+1: 2
E_LUMO (spin up / spin down): 0.044 / 0.044 Eh
Kohn-Sham gap (spin up / spin down): 3.5 / 3.5 eV
⟨S²⟩: 0.76
Charge: -1

Geometry as XYZ:
```
100
C46H47CuINOP2Si | the Open Molecules 2025 dataset | ωB97M-V with the def2-TZVPD basis set
Cu -1.6779 0.4721 3.7704
C -1.6655 -2.8715 0.4582
Si -1.2171 -2.3404 2.1714
C 0.6337 -1.8585 2.2148
C -1.6208 -3.6351 3.4234
N -2.1195 -0.8548 2.6158
C -3.4437 -0.6329 2.5065
C -4.3280 -1.0229 3.5545
C -5.6917 -0.7918 3.4802
C -6.1652 -0.1237 2.3865
C -5.3104 0.3173 1.3245
C -4.0248 0.0260 1.3278
O -3.0772 0.2668 0.3360
C -3.2762 0.8157 -0.9192
C -2.4948 1.9605 -1.2134
C -2.8142 2.6125 -2.3939
C -3.4195 1.9780 -3.4723
C -3.9916 0.7040 -3.2161
C -3.9472 0.1273 -1.9434
H -2.3077 -2.2274 -0.1461
H -2.4035 -3.7047 0.6772
H -0.8463 -3.3502 -0.1350
H 0.8227 -1.5497 3.2612
H 0.8857 -1.0608 1.4924
H 1.2283 -2.7550 1.9390
H -2.7529 -3.7027 3.4886
H -1.4110 -3.2659 4.4469
H -1.1577 -4.6425 3.1457
H -4.0124 -1.5088 4.4939
H -6.3498 -1.0235 4.3535
H -7.1775 0.1873 2.3477
H -5.8023 0.9353 0.5871
H -2.0074 2.5603 -0.3920
H -2.5217 3.6705 -2.4765
H -3.4912 2.4095 -4.4637
H -4.2921 0.0553 -4.1028
H -4.5143 -0.7843 -1.7419
I 0.8906 1.5238 -2.0130
C 2.5087 2.2084 -3.3569
C 2.9116 3.4842 -2.9989
C 3.7174 4.2043 -3.8056
C 4.1790 3.6877 -5.0533
C 3.7455 2.4021 -5.4772
C 4.3168 1.8773 -6.6395
C 3.9870 0.6282 -7.0858
C 3.2701 -0.2370 -6.2265
C 2.7608 0.2191 -4.9878
P 2.3297 -1.0883 -3.7860
C 1.7328 -2.6040 -4.5357
C 1.9063 -3.8365 -3.8270
C 1.3604 -5.0002 -4.3250
C 0.6332 -4.9440 -5.5478
C 0.4363 -3.7655 -6.2298
C 0.9322 -2.5724 -5.7036
C 4.0263 -1.5099 -3.2538
C 4.5074 -0.8464 -2.1353
C 5.7981 -1.1050 -1.6825
C 6.5756 -2.0902 -2.2638
C 6.0379 -2.7335 -3.3620
C 4.8325 -2.4054 -3.9405
C 2.9141 1.6045 -4.5596
H 2.4847 3.9886 -2.1210
H 3.9893 5.1932 -3.3769
H 4.9840 4.1557 -5.6352
H 4.9089 2.5784 -7.2726
H 4.3062 0.1000 -7.9797
H 2.8530 -1.2027 -6.5454
H 2.6559 -3.8758 -2.9701
H 1.4722 -5.9584 -3.7308
H 0.3437 -5.8666 -5.9611
H -0.2139 -3.7205 -7.0793
H 0.6720 -1.6126 -6.0982
H 3.9431 0.0057 -1.6934
H 6.2574 -0.5340 -0.8928
H 7.6145 -2.2715 -1.9917
H 6.6059 -3.5740 -3.7600
H 4.6525 -2.9007 -4.9479
C 0.0018 1.6307 4.0537
H -0.1921 2.5904 3.5187
H 0.8878 1.2445 3.4884
C -2.9891 0.3612 7.0847
P -2.2629 1.2377 5.7416
C -3.5567 2.4039 5.2194
C -0.8322 2.1055 6.3396
C -0.9955 2.8618 7.4713
C -0.0275 3.7380 7.9068
C 0.9220 4.1429 6.9557
C 0.9952 3.4948 5.7842
C 0.4154 2.0336 5.5206
H -3.0063 -0.7624 6.8420
H -3.9906 0.6468 7.2630
H -2.4520 0.4567 8.0683
H -3.8565 2.9702 6.1003
H -4.4288 1.8992 4.8265
H -3.1307 3.0663 4.4050
H -1.9224 2.5296 8.1000
H -0.1190 4.1943 8.8540
H 1.4933 5.0731 7.1547
H 1.7902 3.7093 5.0378
H 1.1799 1.3742 5.9297
```

Mulliken atomic charge list, values in e, 8 entries: Cu -1.553; C -0.787; Si -0.306; C -0.949; C -0.962; N 0.855; C 0.133; C 0.341

C46H47Ge2NSiZn | ωB97M-V with the def2-TZVPD basis set

## Properties
2S+1: 2
E_LUMO (spin up / spin down): 0.093 / 0.024 Eh
Kohn-Sham gap (spin up / spin down): 7.0 / 5.4 eV
⟨S²⟩: 0.76
Charge: -1

Geometry as XYZ:
```
98
C46H47Ge2NSiZn | the Open Molecules 2025 dataset | ωB97M-V with the def2-TZVPD basis set
Zn -0.2621 0.0794 0.2714
C 5.6216 -1.3623 0.1531
Ge 3.6861 -1.3674 0.5621
C 3.5474 -0.9043 2.4769
C 3.1905 -3.2818 0.5409
Ge 2.1339 0.0710 -0.7302
C 2.8254 1.9121 -0.4312
C 2.0699 3.0126 -0.8534
C 2.5082 4.3133 -0.6348
C 3.7037 4.5438 0.0360
C 4.4564 3.4648 0.4838
C 4.0157 2.1656 0.2551
C 2.5742 -0.2653 -2.6402
C 2.9976 -1.5280 -3.0695
C 3.2344 -1.7929 -4.4140
C 3.0516 -0.7954 -5.3636
C 2.6457 0.4706 -4.9560
C 2.4092 0.7288 -3.6100
H 6.1016 -2.0796 0.8246
H 6.0582 -0.3729 0.3210
H 5.8191 -1.6556 -0.8820
H 4.1017 -1.6384 3.0714
H 2.4989 -0.9228 2.7900
H 3.9486 0.0921 2.6905
H 3.9468 -3.8416 1.1031
H 3.1302 -3.6972 -0.4700
H 2.2205 -3.4138 1.0345
H 1.1040 2.8558 -1.3268
H 1.9087 5.1516 -0.9709
H 4.0386 5.5575 0.2232
H 5.3851 3.6359 1.0161
H 4.6258 1.3385 0.6054
H 3.1436 -2.3190 -2.3411
H 3.5602 -2.7808 -4.7225
H 3.2245 -1.0026 -6.4135
H 2.5069 1.2568 -5.6895
H 2.1075 1.7290 -3.3113
C -1.0723 5.3732 -0.2181
C -2.1690 4.3284 0.0196
C -3.1642 4.3550 -1.1500
C -2.9068 4.6460 1.3283
C -1.5618 2.9884 0.1118
C -1.0540 1.8826 0.1807
H -1.5017 6.3814 -0.2364
H -0.5748 5.1884 -1.1740
H -0.3172 5.3248 0.5699
H -3.6337 5.3427 -1.2315
H -3.9446 3.6045 -1.0029
H -2.6539 4.1282 -2.0893
H -3.3828 5.6324 1.2740
H -2.2083 4.6389 2.1684
H -3.6758 3.8947 1.5207
N 0.2733 -3.0500 7.0420
C 0.1820 -2.5963 5.9866
C 0.0654 -2.0255 4.6676
C -0.0292 -0.6417 4.5062
C -0.1496 -0.1045 3.2323
C -0.1761 -0.8998 2.0734
C -0.0839 -2.2817 2.2802
C 0.0351 -2.8476 3.5392
H -0.0090 -0.0027 5.3827
H -0.2237 0.9755 3.1329
H -0.1138 -2.9530 1.4240
H 0.1061 -3.9221 3.6634
C -2.7277 1.8716 -4.5982
C -3.6112 1.3594 -3.6554
C -3.1934 0.3670 -2.7763
C -1.8898 -0.1344 -2.8259
C -1.0118 0.3955 -3.7781
C -1.4250 1.3869 -4.6582
Si -1.2765 -1.3706 -1.5537
C -2.8025 -2.1973 -0.7974
C -3.2614 -1.8604 0.4815
C -4.3804 -2.4815 1.0297
C -5.0616 -3.4501 0.3028
C -4.6242 -3.7899 -0.9741
C -3.5064 -3.1700 -1.5150
C -0.3126 -2.7347 -2.4261
C 0.4759 -3.6235 -1.6895
C 1.1294 -4.6846 -2.3035
C 1.0223 -4.8662 -3.6784
C 0.2571 -3.9846 -4.4309
C -0.4041 -2.9303 -3.8099
H -3.0482 2.6521 -5.2805
H -4.6258 1.7381 -3.6021
H -3.8863 -0.0172 -2.0300
H 0.0083 0.0296 -3.8288
H -0.7275 1.7894 -5.3856
H -2.7399 -1.1055 1.0592
H -4.7130 -2.2112 2.0271
H -5.9279 -3.9444 0.7307
H -5.1578 -4.5431 -1.5467
H -3.1711 -3.4515 -2.5108
H 0.5781 -3.4897 -0.6146
H 1.7287 -5.3680 -1.7130
H 1.5416 -5.6880 -4.1619
H 0.1757 -4.1174 -5.5060
H -1.0090 -2.2550 -4.4082
```

Mulliken atomic charge list, values in e, 8 entries: Zn 0.015; C -1.380; Ge 0.689; C -0.821; C -0.999; Ge -0.566; C 0.179; C 0.024

C46H48AsEuF2N9P2S5Se | ωB97M-V with the def2-TZVPD basis set

## Properties
2S+1: 8
E_LUMO (spin up / spin down): 0.128 / 0.128 Eh
Kohn-Sham gap (spin up / spin down): 4.9 / 5.0 eV
⟨S²⟩: 15.76
Charge: -2

Geometry as XYZ:
```
115
C46H48AsEuF2N9P2S5Se | the Open Molecules 2025 dataset | ωB97M-V with the def2-TZVPD basis set
Eu -3.1282 -1.6298 -0.7718
N -2.8951 2.6061 -2.0988
C -3.3788 2.2333 -3.3129
C -4.0387 1.0920 -3.0887
N -4.0774 0.7589 -1.7947
C -3.3539 1.6798 -1.2092
C -3.0840 1.7201 0.2630
N -3.9734 1.3457 1.1781
C -3.3041 1.4882 2.3825
C -2.0633 1.9951 2.1721
N -1.9429 2.1448 0.8007
H -2.1788 3.3513 -2.0181
H -3.2095 2.8130 -4.2250
H -4.5080 0.4460 -3.8164
H -3.7803 1.2747 3.2993
H -1.2724 2.1257 2.8958
H -1.1886 2.4891 0.2534
S 6.3288 -0.7000 -5.6894
As 5.1438 -0.1352 -7.3172
S -2.5026 -1.8237 -3.5396
S -0.9351 -1.0391 -2.3870
S 4.9110 2.0145 -7.3514
C 1.5990 2.1970 1.0349
P 1.9650 0.4080 0.7961
C 2.8638 0.4944 -0.8079
C 3.5409 1.6791 -1.1849
C 4.2105 1.7403 -2.3867
C 4.3208 0.6219 -3.1884
C 3.7107 -0.5360 -2.7842
C 2.9904 -0.6191 -1.5854
C 3.4093 -0.0075 1.9219
C 3.1322 -0.6117 3.1612
C 4.1830 -1.1461 3.9082
C 5.4822 -1.1854 3.3750
C 5.7816 -0.6994 2.1230
C 4.6798 -0.1180 1.4254
P 2.8202 3.4239 1.6909
C 1.9478 4.9748 1.7251
C 2.6141 6.0101 2.3951
C 2.0427 7.2983 2.4944
C 0.8451 7.5567 1.8193
C 0.2197 6.5336 1.1570
C 0.7778 5.2769 1.1158
C 2.8360 3.0117 3.5450
C 1.6548 3.0702 4.3033
C 1.7264 2.7623 5.6464
C 2.8959 2.2937 6.2409
C 4.0139 2.0991 5.4693
C 3.9783 2.4787 4.1341
H 0.7120 2.3078 1.6849
H 1.2177 2.4173 0.0081
H 3.5012 2.5686 -0.5635
H 4.7223 2.6179 -2.6118
H 4.9376 0.6625 -4.0620
H 3.8859 -1.4346 -3.4003
H 2.5558 -1.5666 -1.2854
H 2.0999 -0.5265 3.5044
H 4.0309 -1.6421 4.8543
H 6.2608 -1.6770 3.9245
H 6.7193 -0.5769 1.6522
H 4.8498 0.2586 0.4198
H 3.5296 5.7204 2.9145
H 2.6644 8.0846 2.9825
H 0.4502 8.5630 1.7590
H -0.6858 6.7727 0.6218
H 0.1857 4.5266 0.5587
H 0.7209 3.5156 3.8496
H 0.9129 2.9823 6.3616
H 2.9193 2.1767 7.2841
H 4.9552 1.7204 5.7705
H 4.8903 2.3520 3.5571
C -5.8864 -2.4381 2.1441
C -6.8746 -1.8518 3.1402
C -6.7670 -2.4412 4.4483
N -6.7926 -2.9878 5.4422
H -5.5993 -1.7371 1.4200
H -6.3705 -3.1580 1.4922
H -4.9564 -2.8378 2.5350
H -7.9360 -1.9540 2.8886
H -6.7863 -0.7708 3.3948
C -3.6424 -5.1928 -3.5784
N -3.6539 -5.6920 -2.2112
C -4.3188 -5.0622 -1.2025
Se -5.5235 -3.7169 -1.3292
N -3.9790 -5.7275 -0.0145
C -2.9949 -6.6714 -0.3314
C -2.4385 -7.6178 0.4864
C -1.5688 -8.5093 -0.0827
C -1.2461 -8.4269 -1.4610
C -1.9587 -7.5494 -2.2833
C -2.8161 -6.6623 -1.6856
H -4.6372 -5.2464 -4.0276
H -2.9105 -5.7082 -4.1851
H -3.4020 -4.1287 -3.5607
H -4.0412 -5.2652 0.9002
H -2.7604 -7.6829 1.5251
H -1.1119 -9.2946 0.5166
H -0.4930 -9.0866 -1.9284
H -1.8304 -7.5420 -3.3713
S 0.4337 3.6080 -2.0887
C 0.6752 2.6147 -3.4736
N 1.5106 3.0119 -4.4677
C 1.3846 2.1807 -5.6461
C 0.9475 0.9016 -5.0005
N 0.2705 1.4074 -3.7667
H 1.7586 3.9731 -4.5191
H 2.3398 2.1933 -6.2285
H 0.6422 2.6635 -6.3319
H 1.7876 0.2452 -4.8131
H 0.1768 0.2907 -5.5169
H -0.1196 0.5888 -3.1756
F -1.6565 -4.0458 -0.1537
C -1.6506 -3.0243 0.9046
F -2.4451 -3.6504 1.9516
H -0.6052 -3.0800 1.2913
```

Mulliken atomic charge list, values in e, 8 entries: Eu 1.067; N 0.049; C -0.387; C -0.526; N -0.341; C 0.437; C 0.128; N -0.598

no.,strongest force on any atom (eV/A)
1,3.76
2,3.68
3,0.55
4,3.41